# 1
DFT (ωB97M-V/def2-TZVPD) results for a structure of composition C48H57BeN8O3.

Geometry as XYZ:
```
117
Properties=species:S:1:pos:R:3:forces:R:3
Be -2.4548 -9.8509 -18.7327 0.0 0.1 0.1
C -1.4760 -5.4025 -11.9778 -0.9 -0.6 1.7
C -1.7156 -5.1235 -13.4352 1.7 -2.9 -1.0
O -1.9686 -6.2331 -14.2146 -0.1 2.3 1.4
H -2.3231 -5.7918 -11.4131 -0.3 -0.3 -0.4
H -1.2922 -4.4800 -11.4271 0.5 0.2 -0.4
H -0.6827 -6.1414 -11.8642 0.2 0.2 -0.1
H -0.8356 -4.5954 -13.8024 -0.1 0.6 -0.9
H -2.5598 -4.4341 -13.4480 -1.0 0.5 -0.5
N -5.4669 -11.9240 -5.5301 0.3 1.3 -0.7
C -5.3057 -10.6122 -5.2942 -0.2 -1.4 -0.5
C -5.2679 -10.0914 -4.0298 0.1 0.8 -0.4
C -5.3594 -10.9371 -2.9661 0.8 -2.3 0.8
C -5.3832 -12.3548 -3.1924 0.1 1.8 0.2
C -5.4683 -12.7632 -4.5029 -0.3 0.0 -0.6
H -5.1699 -9.9548 -6.1402 -0.2 -0.1 -0.3
H -5.0751 -9.0303 -3.9720 -0.2 0.1 0.5
H -5.2037 -10.5735 -1.9612 -0.3 0.1 0.1
H -5.2473 -13.0737 -2.3980 -0.3 0.1 0.2
H -5.5595 -13.7802 -4.8547 0.1 -0.4 0.6
N -12.2169 -6.4264 -9.1088 0.4 -0.8 -0.2
C -10.8539 -6.4815 -9.0557 -2.4 2.1 0.8
C -10.1370 -5.2781 -8.9520 0.2 -2.0 0.8
C -10.8390 -4.1250 -8.8822 -0.7 1.6 -0.9
C -12.2389 -4.0898 -8.9892 1.3 1.3 0.2
C -12.9171 -5.2539 -9.0909 1.6 -1.8 -0.7
H -10.3325 -7.4168 -8.9149 -0.4 -0.4 -0.4
H -9.0903 -5.3605 -8.6987 0.3 0.4 -0.5
H -10.3153 -3.1817 -8.9314 0.1 0.2 0.5
H -12.7144 -3.1201 -8.9994 -0.2 0.0 0.0
H -13.9730 -5.2504 -9.3180 -0.2 -0.5 0.4
N 2.0968 3.7267 -9.2529 -0.2 -1.0 -1.7
C 2.0882 2.3481 -9.4646 -1.4 2.9 -1.1
C 1.7671 1.8136 -10.7247 1.2 0.9 -0.3
C 1.6126 2.6921 -11.8255 -0.2 -1.5 1.6
C 1.5795 4.0384 -11.5737 -0.7 0.6 -1.4
C 1.8184 4.5615 -10.3389 1.3 -2.4 3.1
H 2.1728 1.7108 -8.5967 0.3 0.1 0.1
H 1.8446 0.7463 -10.8706 -0.2 -0.1 0.0
H 1.4754 2.3047 -12.8242 -0.1 0.0 0.0
H 1.2498 4.6721 -12.3837 0.4 0.4 -0.1
H 1.9461 5.6110 -10.1183 -0.4 0.1 -0.1
N 3.6168 -10.7946 -16.9000 0.6 -0.5 -0.4
C 4.5668 -11.3630 -17.7180 -0.5 0.6 1.5
C 5.8505 -11.6646 -17.2764 -0.1 -0.5 2.6
C 6.0675 -11.5061 -15.8921 -0.8 1.1 0.4
C 5.1140 -10.8693 -15.0466 2.4 -0.4 -1.7
C 3.9223 -10.5138 -15.6122 0.0 -1.1 -0.7
H 4.2868 -11.7003 -18.7051 -0.4 0.5 -0.2
H 6.6430 -12.2085 -17.7689 -0.3 0.2 -0.8
H 6.9631 -11.8406 -15.3896 0.3 0.0 -0.4
H 5.4498 -10.5369 -14.0754 -0.4 -0.4 0.3
H 3.1996 -10.2218 -14.8646 -0.8 0.7 -0.7
N -8.6016 -9.8279 -17.2889 -1.3 0.7 1.1
C -9.4233 -10.8144 -17.6582 3.0 0.2 -1.6
C -10.6894 -10.9920 -17.2906 -2.9 0.3 1.1
C -11.2646 -10.0540 -16.4298 1.0 1.2 1.5
C -10.4745 -8.9726 -15.9501 0.5 -1.8 -1.2
C -9.1586 -8.9445 -16.4276 0.6 -0.2 -0.2
H -8.9525 -11.4845 -18.3623 -0.1 -0.4 -0.1
H -11.2509 -11.8399 -17.6541 -0.1 0.0 0.0
H -12.2075 -10.1499 -15.9118 -0.4 -0.4 -0.6
H -10.7979 -8.3009 -15.1686 -0.2 0.1 -0.2
H -8.4454 -8.2118 -16.0800 -0.1 0.4 0.1
N -5.5159 2.7881 -15.8063 -1.3 1.2 2.0
C -6.3455 3.6647 -15.0882 -0.1 -2.3 0.1
C -7.4735 3.2156 -14.3423 1.7 0.6 -1.0
C -7.7426 1.8580 -14.2966 -0.3 0.8 0.8
C -6.9168 1.0037 -14.9483 1.7 -0.9 -0.7
C -5.7875 1.4929 -15.6423 -1.0 0.7 0.1
H -5.9981 4.6772 -14.9446 -0.1 0.2 -0.6
H -8.0582 3.8681 -13.7108 0.1 0.3 -0.2
H -8.4863 1.5634 -13.5711 -0.3 -0.5 -0.4
H -6.9770 -0.0716 -14.8683 -0.3 -0.1 0.1
H -5.0619 0.7944 -16.0320 0.0 -0.1 -0.3
N 1.4473 -6.4984 -22.0177 0.1 1.5 0.6
C 1.7585 -5.2724 -21.4878 0.1 -0.7 -1.2
C 2.6126 -4.3543 -22.1150 -0.4 -1.0 0.1
C 3.1942 -4.7290 -23.3254 0.0 -0.3 -0.2
C 2.9113 -5.9812 -23.8625 -1.1 0.0 0.3
C 1.9907 -6.7925 -23.1911 0.3 0.5 0.2
H 1.2089 -4.9974 -20.5997 0.2 -0.1 0.2
H 2.8080 -3.3832 -21.6847 -0.1 0.0 0.0
H 3.8070 -4.0190 -23.8609 0.2 0.0 0.0
H 3.1558 -6.3533 -24.8465 0.6 0.5 -0.1
H 1.6312 -7.6824 -23.6865 0.1 -0.3 0.1
N -4.5765 -5.4195 -22.5805 -0.3 0.8 0.5
C -4.6439 -4.1491 -22.0630 0.3 -1.2 -2.7
C -4.8518 -3.0435 -22.9054 -0.6 -0.3 2.1
C -5.0899 -3.2085 -24.2304 0.7 -1.3 -1.2
C -5.0078 -4.5165 -24.7503 -0.2 -0.3 0.1
C -4.7869 -5.6241 -23.9113 0.2 2.5 1.5
H -4.4632 -3.9453 -21.0179 0.0 -0.6 0.2
H -4.9756 -2.0910 -22.4116 0.3 0.3 -0.2
H -5.2123 -2.3401 -24.8607 -0.2 -0.1 -0.2
H -5.1385 -4.7078 -25.8051 -0.1 0.1 -0.1
H -4.7610 -6.6436 -24.2665 0.1 0.0 0.0
C 1.0034 -9.4578 -6.1041 1.1 0.2 0.3
C 2.1202 -10.4458 -6.5419 -0.8 -1.1 0.8
O 3.0327 -10.0625 -7.2118 0.6 0.4 -0.3
C 1.9853 -11.9734 -6.2050 -1.1 1.0 -0.1
H 1.4603 -8.4702 -6.1676 -0.1 0.1 -0.5
H 0.7349 -9.5039 -5.0487 -0.2 -0.7 0.0
H 0.1159 -9.5061 -6.7350 0.1 -0.2 0.0
H 2.7834 -12.4828 -5.6651 0.3 0.6 -0.2
H 1.8368 -12.4633 -7.1673 0.1 -0.1 0.0
H 1.0670 -12.1139 -5.6347 0.0 -0.1 0.1
C -3.4499 1.1774 -4.9145 0.2 0.1 0.4
C -3.8430 0.3447 -6.0788 -0.1 -0.2 -1.4
O -3.9169 -0.8468 -6.0190 -0.1 -1.5 0.4
C -4.1497 1.0322 -7.4148 0.3 -0.5 0.8
H -2.4863 1.6535 -5.0961 -0.2 0.4 -0.2
H -3.2891 0.5653 -4.0271 -0.4 -0.1 -0.1
H -4.2442 1.9089 -4.7656 0.3 0.3 0.2
H -5.2241 1.2154 -7.4237 0.1 1.0 0.2
H -4.0443 0.3643 -8.2697 0.5 -0.2 0.3
H -3.4303 1.8507 -7.4431 -0.8 0.6 -0.6
```
Positions in Å, forces in eV/Å.

Calculated values
* calculated total energy: -69143.792 eV
* maximum force: 0.080 hartree/bohr
* HOMO level: -10.55 eV
* charge: +1
* LUMO energy: -9.33 eV
* frontier orbital gap: 1.224 eV

---

# 2
DFT (ωB97M-V/def2-TZVPD) results for a cluster of 3 separate species, C18H26F5NO6S in total.

Geometry as XYZ:
```
57
Properties=species:S:1:pos:R:3:forces:R:3
H -0.6253 -2.1859 -1.5674 -0.1 0.1 0.0
N 0.2094 -2.5345 -1.0975 0.1 -0.3 0.2
C 1.2524 -2.1726 -1.7013 -0.1 0.0 -0.3
C 1.2782 -1.3253 -2.9589 -0.4 0.0 0.4
C 1.6498 0.0885 -2.6522 0.5 0.2 -0.3
C 2.8234 0.6567 -2.9397 -0.5 -0.1 0.0
C 3.0244 2.0864 -2.5842 0.4 0.0 0.2
O 4.0624 2.5405 -2.1637 -0.3 0.0 -0.4
C 1.7859 2.9241 -2.7520 -0.2 -0.2 0.1
C 0.6285 2.3546 -2.4361 0.0 0.0 0.1
S -0.8733 3.2772 -2.6341 0.1 1.9 0.1
O -1.4123 3.8038 -1.4199 0.0 -0.8 0.1
O -0.6280 4.2334 -3.6759 0.1 -0.6 -0.3
C -2.0158 2.0146 -3.3922 0.1 -0.3 0.1
F -2.7642 2.6508 -4.2858 -0.1 0.0 0.2
F -1.2179 1.1475 -4.0553 0.1 0.0 0.0
C -2.9222 1.2059 -2.3855 0.1 -0.3 -0.3
F -2.5470 1.3704 -1.1289 -0.3 0.1 -0.2
F -4.1868 1.5726 -2.5473 0.0 0.1 0.2
F -2.8250 -0.1025 -2.6800 -0.1 0.2 0.1
C 0.6518 0.9420 -1.9421 0.0 -0.2 0.4
O -0.0179 0.5420 -1.0218 -0.1 0.2 -0.4
H 2.2203 -2.4717 -1.3155 0.2 0.0 0.2
H 1.9385 -1.7384 -3.7118 0.3 -0.1 0.0
H 0.2682 -1.3359 -3.3614 -0.2 0.0 -0.2
H 3.6026 0.1063 -3.4387 0.4 0.0 0.1
H 1.8651 3.9340 -3.1154 0.1 0.3 0.0
C 5.0718 -0.4985 2.6932 -0.1 -0.1 0.0
C 4.3048 0.3531 1.6962 0.1 0.1 0.1
O 3.2910 -0.3485 1.0010 0.0 0.0 -0.2
C 2.2600 -0.9092 1.7993 -0.2 -0.1 0.0
C 1.4751 0.1124 2.6033 0.2 0.1 0.0
H 5.4900 -1.3785 2.2025 0.0 0.0 0.0
H 5.8868 0.0788 3.1304 0.0 0.0 0.0
H 4.4359 -0.8438 3.5095 0.0 0.0 0.0
H 4.9885 0.7134 0.9269 -0.1 0.0 -0.1
H 3.8893 1.2410 2.1858 0.0 0.0 0.1
H 2.6619 -1.6922 2.4522 0.0 0.0 0.0
H 1.5870 -1.4024 1.0970 0.0 0.0 0.0
H 2.0942 0.6033 3.3562 0.0 0.0 0.0
H 0.6464 -0.3724 3.1203 0.0 0.0 0.0
H 1.0743 0.8870 1.9472 -0.1 0.0 0.0
C -2.1985 -0.4779 1.5282 -0.1 0.0 0.0
C -2.4285 -1.8205 2.1991 0.1 0.0 -0.1
O -3.1161 -1.7388 3.4348 0.1 -0.1 0.1
C -4.4136 -1.1791 3.3843 -0.1 0.1 0.0
C -5.3833 -1.9451 2.5002 0.1 -0.1 -0.1
H -1.6790 0.2044 2.2028 0.0 0.0 0.0
H -1.5948 -0.6057 0.6301 0.0 0.0 0.0
H -3.1360 -0.0025 1.2337 0.0 0.0 0.0
H -1.4662 -2.2777 2.4313 0.0 0.0 0.1
H -2.9430 -2.5087 1.5187 0.0 0.0 0.0
H -4.3653 -0.1265 3.0824 0.0 0.0 -0.1
H -4.7749 -1.1922 4.4128 0.1 0.0 0.0
H -5.0856 -1.9186 1.4508 0.0 0.0 0.0
H -6.3812 -1.5117 2.5727 0.0 0.0 0.0
H -5.4318 -2.9915 2.8043 0.0 0.0 0.0
```
Positions in Å, forces in eV/Å.

Calculated values
* calculated total energy: -57281.459 eV
* maximum force: 0.037 hartree/bohr
* HOMO level: -9.50 eV
* charge: 0
* LUMO energy: -1.84 eV
* frontier orbital gap: 7.653 eV

---

# 3
DFT (ωB97M-V/def2-TZVPD) results for a cluster of 6 separate species, C8H32N2O6 in total.

Geometry as XYZ:
```
48
Properties=species:S:1:pos:R:3:forces:R:3
O -2.9845 1.9429 2.6012 -0.2 -1.0 0.8
H -2.6370 0.9642 2.3563 0.5 -0.1 0.1
H -3.1928 1.9245 3.5566 -0.4 0.1 -0.3
H -2.2302 2.5689 2.5223 0.5 0.7 -1.3
O 0.9424 -0.5111 2.5693 -1.1 0.0 0.1
H 1.3792 0.3051 2.8884 0.1 -0.1 -0.3
H 0.9140 -1.1774 3.2811 0.4 0.0 -0.1
H -0.0753 -0.3399 2.3166 0.2 0.1 0.5
O -2.5094 -1.7833 4.5943 -0.3 0.5 0.1
H -1.6207 -1.9409 4.9622 -0.2 -0.1 0.0
H -3.0465 -1.3034 5.2595 0.0 -0.4 0.0
H -2.4413 -1.2220 3.7062 0.8 0.1 -1.0
O -1.8318 -0.4070 2.4405 0.6 0.6 1.2
H -1.6573 -0.7880 1.5721 -0.9 -0.3 -0.1
C -1.0417 2.0406 -0.7596 1.0 -0.3 0.4
C -0.2280 2.1642 0.5310 -0.7 -0.3 -0.1
C 1.2782 2.2242 0.3635 0.0 0.4 0.2
O 1.7384 0.9218 0.1318 0.3 0.0 -0.3
C 3.1407 0.8705 -0.1157 0.4 0.0 0.7
N -0.7303 3.2443 1.4119 -0.6 -1.1 0.3
H -2.0750 1.8523 -0.4829 -0.2 0.4 -0.3
H -0.6865 1.1463 -1.2779 0.0 0.1 -0.2
H -0.8594 2.9038 -1.3963 -0.5 0.1 -0.1
H -0.4454 1.2114 1.0439 0.2 0.3 0.2
H 1.7184 2.6356 1.2904 0.1 -0.1 0.0
H 1.5745 2.9345 -0.4203 -0.1 -0.2 -0.2
H 3.6955 1.1276 0.8010 -0.1 0.0 -0.1
H 3.4823 1.5690 -0.8816 -0.3 -0.1 -0.2
H 3.3975 -0.1563 -0.3632 -0.1 0.1 -0.2
H -0.4266 3.0113 2.3502 0.8 0.7 0.0
H -0.3738 4.1491 1.1280 -0.2 0.1 0.2
C -0.6097 -2.1254 -4.2831 -0.3 0.0 1.0
C 0.7656 -1.6793 -3.8290 0.4 1.6 -0.7
C 1.0128 -1.8058 -2.3431 -0.8 -1.5 -0.3
O -0.1262 -1.3258 -1.6417 -0.7 0.5 -0.2
C -0.1295 -1.7449 -0.3269 1.7 -0.3 0.4
N 1.8172 -2.3485 -4.5992 0.0 0.0 0.5
H -0.8511 -3.1156 -3.8870 0.2 -0.2 -0.4
H -0.7101 -2.0903 -5.3634 0.1 -0.1 -0.1
H -1.3613 -1.4719 -3.8341 0.0 0.1 -0.2
H 0.8520 -0.5876 -3.9929 -0.4 0.0 -0.2
H 1.9144 -1.2708 -2.0356 0.1 -0.1 0.1
H 1.0519 -2.8875 -2.1412 0.6 0.1 0.2
H -0.9333 -1.2806 0.2439 -0.2 0.1 -0.5
H 0.8503 -1.4560 0.0933 -0.3 0.1 0.4
H -0.1600 -2.8337 -0.1751 -0.4 0.0 -0.4
H 1.7236 -2.0564 -5.5657 0.0 -0.2 0.0
H 2.7256 -2.0026 -4.3001 0.0 -0.1 -0.1
```
Positions in Å, forces in eV/Å.

Calculated values
* calculated total energy: -24060.206 eV
* maximum force: 0.035 hartree/bohr
* HOMO level: -13.02 eV
* charge: +2
* LUMO energy: -7.74 eV
* frontier orbital gap: 5.284 eV

---

# 4
DFT (ωB97M-V/def2-TZVPD) results for a structure of composition C4H12N3Pd.

Geometry as XYZ:
```
20
Properties=species:S:1:pos:R:3:forces:R:3
C 2.1309 0.0012 0.4306 2.7 -1.5 -1.3
Pd -0.0906 -0.1622 -0.3615 0.7 1.4 1.1
N -0.2725 -2.3369 -0.5668 0.2 -2.1 -0.5
H 0.1612 0.3628 1.2101 -1.6 0.3 0.7
H 1.5799 0.8150 0.7546 -2.0 0.8 0.6
H 2.9763 0.6549 0.3286 2.0 -0.4 -0.3
H 1.9849 -0.4127 -0.6120 -0.4 0.4 0.6
H 2.2429 -0.8061 1.1695 0.0 0.7 -0.3
H -0.7043 -2.4933 -1.4822 0.1 -0.1 0.5
H -0.8869 -2.7046 0.1651 0.2 0.3 -0.4
H 0.6207 -2.8423 -0.5290 -0.6 0.1 -0.1
N -2.7296 0.4809 -1.5659 1.6 0.6 -1.9
C -4.0748 0.5060 -1.4069 -2.3 0.2 -0.3
C -4.3291 0.0678 -0.1155 0.7 -0.3 0.8
C -3.0797 -0.2223 0.4734 -1.7 0.0 0.2
N -2.1135 0.0104 -0.4393 1.5 -0.2 0.1
H -2.1735 0.7215 -2.3875 -0.5 -0.3 0.9
H -4.7241 0.8082 -2.2115 -0.1 0.0 0.1
H -5.2845 -0.0443 0.3568 -0.3 0.0 0.1
H -2.8442 -0.5665 1.4806 0.0 0.2 -0.5
```
Positions in Å, forces in eV/Å.

Calculated values
* calculated total energy: -12286.654 eV
* maximum force: 0.065 hartree/bohr
* HOMO level (alpha / beta): 1.13 / -2.22 eV
* charge: -1
* LUMO energy (alpha / beta): 3.76 / 3.64 eV
* frontier orbital gap (alpha / beta): 2.632 / 5.851 eV
* 2S+1: 3

---

# 5
DFT (ωB97M-V/def2-TZVPD) results for the molecule C4H5FN2S.

Geometry as XYZ:
```
13
Properties=species:S:1:pos:R:3:forces:R:3
C -2.1588 -0.1974 -0.0009 0.1 0.5 -0.6
N -0.7575 0.1408 -0.0510 1.6 0.1 0.8
C 0.3171 -0.6817 0.0022 -0.5 -0.3 -0.4
C 1.4609 0.0704 -0.0255 0.3 0.2 0.4
S 3.1644 -0.3423 -0.0091 0.1 -0.4 0.0
C 0.9748 1.3828 0.0160 -1.5 -1.0 -0.3
F 1.6866 2.4844 -0.0167 0.2 0.4 0.1
N -0.3443 1.4096 0.0209 -0.2 1.2 -0.4
H -2.6089 0.1909 0.9001 -0.2 0.2 0.2
H -2.6282 0.2165 -0.8989 -0.2 0.0 0.3
H -2.2732 -1.2656 -0.0272 0.1 -0.5 0.0
H 0.1723 -1.7294 0.0532 0.1 -0.8 -0.1
H 2.9949 -1.6791 0.0367 0.0 0.3 0.0
```
Positions in Å, forces in eV/Å.

Calculated values
* calculated total energy: -20761.039 eV
* maximum force: 0.035 hartree/bohr
* HOMO level: -8.41 eV
* charge: 0
* LUMO energy: 0.69 eV
* frontier orbital gap: 9.091 eV